(1)
The following is a quantum chemistry calculation of a molecular structure, C3H4Br2O at a distorted geometry, from OMol25.

Summary:
Relative energy (zero: lowest compared OMol25 entry of this formula, charge and spin), kcal/mol: 148.8
HOMO, eV: -7.9
LUMO energy, eV: -1.1
Total energy, hartree: -5339.707060
Max |F|, eV/A: 3.560

Last column: Mulliken charge in e.
Cartesian coordinates (Å):
C -0.39873 1.55588 -0.08681  -0.4144
C 2.51765 -0.00318 1.04009  -0.0605
C -1.35075 -0.66240 -0.42945  -0.4243
O -0.68060 0.59294 -0.80999  -0.1159
Br 2.56738 -1.66169 0.11957  -0.0581
Br 2.36827 1.51578 0.00594  0.0827
H -0.50413 1.49857 0.95958  0.3233
H -2.00034 -1.03498 -1.19065  0.2477
H -2.02203 -0.57690 0.49991  0.2808
H -0.49671 -1.22402 -0.10820  0.1388

Atomic forces in eV per Å
1.474 3.022 -1.168
0.013 0.013 0.790
-0.289 0.669 3.168
-1.991 -1.717 -1.734
-0.005 0.375 -0.388
0.276 -0.410 -0.329
-0.865 -1.135 2.090
0.333 -0.142 -0.924
1.048 0.523 -1.178
0.006 -1.199 -0.327

***

(2)
The following is a quantum chemistry calculation of 2 unconnected molecules or ions with the total composition C3H4N2O3 at a distorted geometry, from OMol25.

Summary:
Relative energy (zero: lowest compared OMol25 entry of this formula, charge and spin), kcal/mol: 160.7
HOMO, eV: -9.2
LUMO energy, eV: -0.7
Total energy, hartree: -451.723634
Max |F|, eV/A: 10.265

Last column: Mulliken charge in e.
Cartesian coordinates (Å):
C -0.91437 -0.57771 0.03490  0.5161
C 0.19187 -1.35452 0.02936  -0.6462
C 1.38811 -0.43927 0.03014  0.6088
H -2.47768 -2.18619 0.27426  0.3814
H -2.76984 -0.25567 -0.36354  0.2450
H 0.02248 -2.42438 -0.55977  0.1978
H -0.84156 2.52394 0.08928  0.3759
N -2.09263 -0.91881 -0.11875  -0.4388
N -0.61664 0.73531 0.52124  -0.1011
O 2.56648 -0.32155 -0.36186  -0.5650
O 0.79310 0.76565 0.62863  -0.1705
O -0.72984 1.78788 -0.61978  -0.4034

Atomic forces in eV per Å
6.328 1.089 1.551
1.340 -2.509 -2.805
1.532 1.499 -0.738
1.567 5.581 -1.976
-1.405 0.633 0.014
1.134 2.936 1.878
0.232 -1.221 -2.348
-7.113 -7.363 0.750
1.975 1.941 -1.895
-4.491 -1.421 1.722
0.356 -1.184 0.101
-1.455 0.018 3.747

***

(3)
The following is a quantum chemistry calculation of a molecular structure, C3H8O3 at a distorted geometry, from OMol25.

Summary:
Relative energy (zero: lowest compared OMol25 entry of this formula, charge and spin), kcal/mol: 116.0
HOMO, eV: -9.0
LUMO energy, eV: 0.3
Total energy, hartree: -344.663580
Max |F|, eV/A: 8.516

Last column: Mulliken charge in e.
Cartesian coordinates (Å):
C 0.39028 0.53288 -1.20393  -0.6840
C 0.19367 -0.78820 -0.48289  0.1098
C -0.29867 -0.33108 0.89837  -0.4045
H -0.92396 1.40493 0.02709  0.3746
H 1.14400 0.98525 -0.76412  0.4264
H 0.45758 0.19639 -2.33060  0.2346
H -0.67835 -1.28912 -0.81260  0.3866
H 2.07608 -1.22522 0.03188  0.3465
H -0.98736 -1.24060 1.39935  0.1686
H 0.35501 -0.01713 1.85399  0.2590
H -0.97743 1.21423 1.80429  0.3559
O -0.88098 1.40768 -1.15807  -0.6975
O 1.23206 -1.66183 -0.26365  -0.5422
O -1.10192 0.81181 1.00089  -0.3339

Atomic forces in eV per Å
-5.990 -2.282 -5.606
-1.118 2.885 2.721
-0.764 -3.108 6.404
-0.611 1.032 -4.391
4.087 2.609 1.433
0.747 1.339 1.974
-0.392 -0.903 -1.168
-1.477 -0.303 -0.503
1.860 2.023 -1.360
0.499 -1.894 -2.629
0.337 1.492 2.955
3.253 -1.666 1.477
2.010 -0.424 -0.248
-2.440 -0.799 -1.058

***

(4)
The following is a quantum chemistry calculation of 2 unconnected molecules or ions with the total composition C14H16O2 at a distorted geometry, from OMol25.

Summary:
Relative energy (zero: lowest compared OMol25 entry of this formula, charge and spin), kcal/mol: 60.1
HOMO, eV: -8.3
LUMO energy, eV: 0.8
Total energy, hartree: -693.460696
Max |F|, eV/A: 7.541

Last column: Mulliken charge in e.
Cartesian coordinates (Å):
C -2.08991 -0.03003 -2.88335  -1.1999
C -2.60090 -0.08294 -0.21436  -0.3936
C -2.07245 -0.61231 -1.41173  0.8679
C -2.64982 -0.89916 0.98362  -0.4906
C -1.53226 -1.90324 -1.41560  -0.5509
C -2.31881 -2.26683 0.81163  0.2169
C -1.49101 -2.66434 -0.25117  -0.5590
O -2.39264 -3.03705 2.00435  -0.5156
H -3.00275 0.93364 -0.22206  0.3649
H -3.09226 -0.55538 1.87999  0.5304
H -3.03712 0.54893 -3.03216  0.3139
H -2.05023 -0.88417 -3.54509  0.3701
H -0.85235 -2.42562 -2.13825  0.2127
H -0.90399 -3.59018 -0.29577  0.3005
H -2.07891 -3.89103 1.75477  0.2952
H -1.30455 0.77620 -2.99442  0.2405
C 4.11752 -0.51477 0.32179  -1.2807
C 1.19063 2.46341 0.36238  0.2610
C 2.29081 2.67254 -0.51143  -0.5666
C 0.93557 1.21474 0.94166  0.0173
C 3.30240 1.68196 -0.47652  -0.7266
C 1.82987 0.15224 0.87153  -1.1797
C 3.04117 0.53120 0.19930  1.1864
O 0.21483 3.42678 0.81339  -0.4686
H 2.28300 3.52183 -1.19072  0.3632
H 0.54979 4.16117 0.39127  0.3000
H -0.04748 0.97609 1.41165  0.2900
H 4.20814 1.90858 -1.02019  0.3030
H 1.72576 -0.73539 1.31408  0.6366
H 5.07712 -0.07538 -0.14355  0.2869
H 4.01842 -1.47542 -0.14206  0.3073
H 4.21300 -0.76642 1.46401  0.2671

Atomic forces in eV per Å
-0.672 2.140 2.362
0.250 -1.155 0.420
-0.110 -0.376 -1.800
-0.206 -0.641 -3.903
1.833 -1.007 1.440
2.031 0.980 2.771
-1.535 -0.056 -0.265
-0.448 1.386 -1.401
0.210 -0.304 0.174
-0.308 0.277 0.756
0.551 -0.704 -0.063
0.296 0.317 -0.381
-1.112 1.423 -0.324
-0.567 0.174 0.458
0.295 -1.119 0.013
-0.442 -1.293 -0.224
2.338 0.911 1.480
-0.964 -0.137 0.596
-1.461 -0.279 1.420
-0.909 -1.806 0.577
-1.847 1.515 -0.483
1.437 6.714 -3.119
0.326 -3.434 0.920
1.054 -3.413 -0.580
0.414 0.115 0.394
0.516 3.339 -1.188
0.798 0.882 -0.208
0.176 -0.489 0.050
-0.551 -3.305 1.542
-1.087 -0.808 1.209
-0.741 -0.430 -0.568
0.436 0.583 -2.075

***

(5)
The following is a quantum chemistry calculation of 6 unconnected molecules or ions with the total composition C3H16NO7 at a distorted geometry, from OMol25.

Summary:
Relative energy (zero: lowest compared OMol25 entry of this formula, charge and spin), kcal/mol: 5.9
Total charge: -1
HOMO, eV: -5.7
LUMO energy, eV: 3.4
Total energy, hartree: -705.480393
Max |F|, eV/A: 1.036

Last column: Mulliken charge in e.
Cartesian coordinates (Å):
C 0.57076 -0.42453 2.43250  -0.8831
N -0.42746 0.62913 2.54799  -0.3936
C -0.35170 1.56867 1.43665  -0.7712
C -0.58006 0.97489 0.02648  0.7860
O 0.15389 1.45563 -0.88225  -0.9111
O -1.42383 0.05021 -0.08517  -0.8392
H 0.47487 -1.05743 1.53810  0.2595
H 0.50256 -1.09534 3.29405  0.3609
H 1.55708 0.03476 2.46473  0.3041
H -1.34169 0.20927 2.59935  0.3741
H 0.61846 2.07039 1.46919  0.3757
H -1.07767 2.37057 1.60961  0.2819
H 0.12127 1.21378 -2.62349  0.4526
H 0.96451 0.41597 -3.61781  0.3390
O 0.15051 0.96971 -3.58347  -0.7394
H -2.59239 -0.34801 1.11369  0.4297
H -3.31243 -1.65463 1.59522  0.2826
O -3.19353 -0.71407 1.81103  -0.7147
H 2.25002 -0.02361 0.44396  0.2963
H 1.87601 0.93657 -0.66168  0.4793
O 2.60643 0.32197 -0.38040  -0.7946
H -1.15878 -1.14883 -1.34367  0.3951
H -0.73495 -1.03857 -2.79661  0.3634
O -0.81187 -1.69967 -2.08321  -0.8007
H 0.97388 -1.66513 -2.19146  0.4149
H 2.27011 -0.88879 -1.70827  0.4060
O 1.91599 -1.46291 -2.42508  -0.7534

Atomic forces in eV per Å
-0.269 -0.136 0.306
0.377 0.053 -0.130
-0.205 0.036 0.309
0.651 0.238 0.096
-0.540 -0.206 0.254
0.026 0.369 -0.018
0.024 0.148 -0.115
-0.005 0.097 -0.022
0.211 -0.001 -0.049
-0.275 -0.058 -0.024
0.075 -0.151 -0.168
-0.125 -0.136 -0.134
-0.177 -0.132 -0.395
-0.721 0.364 0.009
0.828 -0.514 0.350
-0.130 -0.373 -0.039
0.185 0.643 0.010
-0.110 -0.356 -0.003
0.088 -0.144 0.036
0.388 -0.417 0.145
-0.355 0.668 -0.047
0.219 -0.030 -0.104
-0.119 -0.155 0.171
-0.250 0.313 -0.295
0.790 0.215 0.050
-0.406 -0.424 -0.376
-0.177 0.090 0.182

***

(6)
The following is a quantum chemistry calculation of a gas-phase ion, C2H7N4 (charge +1) at a distorted geometry, from OMol25.

Summary:
Relative energy (zero: lowest compared OMol25 entry of this formula, charge and spin), kcal/mol: 135.5
Total charge: +1
HOMO (alpha / beta), eV: -14.0 / -14.0
LUMO energy (alpha / beta), eV: -6.6 / -6.6
Total energy, hartree: -299.006066
Max |F|, eV/A: 4.685

Last column: Mulliken charge in e.
Cartesian coordinates (Å):
C -0.98644 -0.75461 0.47592  -0.2527
C 2.38236 0.42706 -0.23902  -0.6207
N 0.38056 -0.32752 0.59366  -0.2156
N -1.58902 0.10040 -0.49449  0.3742
N -2.66768 0.72051 -0.29915  -0.4485
N 1.00545 0.13085 -0.39440  -0.1220
H -1.04548 -1.84393 0.25973  0.2887
H -1.45698 -0.81702 1.50136  0.3477
H 2.97024 0.40727 -1.19929  0.2728
H 2.82882 -0.27118 0.50992  0.2918
H 2.50718 1.37242 0.32186  0.3099
H -1.03485 0.51876 -1.40837  0.4680
H -3.29417 0.33699 0.37226  0.3065

Atomic forces in eV per Å
0.665 -1.813 0.623
2.067 -0.364 1.480
3.313 0.299 -0.179
-3.115 3.228 -1.352
2.323 -0.336 -3.101
-3.388 -0.958 0.302
0.401 0.607 -0.831
0.108 1.240 -1.145
-1.042 0.179 0.990
-0.191 0.112 -0.722
-0.220 0.039 -0.761
-0.772 -1.521 2.977
-0.149 -0.712 1.718

***

(7)
The following is a quantum chemistry calculation of C20H24N2O3 in the gas phase, from OMol25.

Summary:
Relative energy (zero: lowest compared OMol25 entry of this formula, charge and spin), kcal/mol: 21.5
HOMO, eV: -9.0
LUMO energy, eV: 0.6
Total energy, hartree: -1111.793594
Max |F|, eV/A: 0.567

Last column: Mulliken charge in e.
Cartesian coordinates (Å):
C -3.01446 -3.82941 1.07339  -1.5990
H -2.74408 -4.34892 0.15718  0.3497
H -3.81821 -4.37997 1.55579  0.4135
H -2.15234 -3.82889 1.73670  0.3919
C -3.46010 -2.40388 0.76038  0.8521
C -4.68698 -2.40882 -0.14682  -1.4160
H -5.02053 -1.39440 -0.35271  0.3106
H -5.50511 -2.95054 0.32194  0.4341
H -4.45131 -2.88686 -1.09455  0.3330
H -3.71664 -1.90026 1.70074  0.2537
C -2.30561 -1.63771 0.10175  -1.1490
N -2.63509 -0.25468 -0.14267  0.0952
C -2.73783 0.27045 -1.37655  0.5889
O -2.52546 -0.33720 -2.40267  -0.6674
C -3.17173 1.74324 -1.38618  -0.6094
O -2.96558 2.41913 -0.16569  -0.5451
C -1.68548 2.72805 0.19831  0.3034
C -0.54915 2.34897 -0.50223  -0.0477
C 0.71000 2.70203 -0.02810  0.1913
C 0.83655 3.44825 1.13659  -0.4628
C -0.30107 3.83116 1.82828  -0.7123
C -1.55254 3.47003 1.37290  -0.7037
H -2.44609 3.76110 1.90248  0.4634
H -0.21108 4.41879 2.72959  0.3883
H 1.80936 3.75818 1.48798  0.5434
C 1.88935 2.27524 -0.84131  0.2389
O 1.86292 2.22840 -2.05469  -0.6441
N 2.98721 1.95312 -0.11442  -0.1837
H 2.91327 1.88928 0.88830  0.3130
C 4.18095 1.40630 -0.72487  -1.0951
C 4.33895 -0.05924 -0.41169  0.6471
C 3.31565 -0.94334 -0.73469  -0.2215
C 3.43362 -2.28871 -0.43907  -0.6030
C 4.57737 -2.76597 0.18023  -0.4222
C 5.60076 -1.89202 0.50264  -0.5238
C 5.47977 -0.54363 0.21192  -0.5075
H 6.28144 0.13588 0.46554  0.3166
H 6.49540 -2.25955 0.98368  0.3685
H 4.67135 -3.81734 0.40869  0.3738
H 2.63421 -2.96771 -0.69676  0.4124
H 2.42952 -0.56969 -1.22691  0.4630
H 4.06034 1.55264 -1.80303  0.3513
H 5.05564 1.96870 -0.38244  0.4048
H -0.60235 1.77804 -1.41599  0.5901
H -4.25311 1.77466 -1.55423  0.3682
H -2.68074 2.25183 -2.22320  0.3868
H -2.88443 0.31871 0.64948  0.2332
H -2.07177 -2.07569 -0.87144  0.3746
H -1.41474 -1.68774 0.73837  0.3583

Atomic forces in eV per Å
-0.063 0.310 0.086
0.040 -0.107 -0.122
-0.048 -0.109 0.044
0.111 -0.072 0.071
0.091 -0.085 -0.249
0.135 0.098 0.226
-0.090 0.068 -0.066
-0.114 -0.046 0.013
0.009 -0.073 -0.145
0.024 -0.001 -0.007
-0.058 -0.217 0.136
-0.086 -0.005 0.396
-0.052 0.465 0.321
-0.027 -0.059 -0.399
-0.051 -0.119 -0.413
-0.015 0.051 0.224
0.282 0.145 0.169
-0.161 -0.033 -0.100
-0.281 0.190 0.133
0.124 -0.120 -0.146
-0.092 -0.037 0.027
-0.114 -0.081 -0.144
-0.106 0.040 0.062
-0.003 0.059 0.064
0.092 0.027 0.016
0.127 0.098 0.212
-0.157 -0.108 -0.263
0.222 0.030 0.229
-0.134 -0.011 -0.088
0.061 0.069 -0.180
0.074 0.028 0.047
0.027 -0.005 -0.002
-0.084 0.001 -0.042
0.084 -0.077 0.052
0.054 -0.126 0.044
-0.058 0.092 -0.086
0.067 0.084 0.029
0.064 -0.034 0.043
0.008 -0.081 0.020
-0.066 -0.057 -0.028
-0.121 0.039 -0.062
0.108 0.038 0.172
-0.051 -0.082 -0.104
-0.007 -0.036 -0.129
0.170 -0.024 -0.025
-0.010 -0.118 0.105
0.056 0.075 -0.157
0.047 -0.036 0.110
-0.028 -0.050 -0.091

***

(8)
The following is a quantum chemistry calculation of a molecular structure, C9H24AsF5N3OSTeV at a distorted geometry, from OMol25.

Summary:
Relative energy (zero: lowest compared OMol25 entry of this formula, charge and spin), kcal/mol: 28.6
Spin multiplicity: 2
Total charge: +1
HOMO (alpha / beta), eV: -12.1 / -12.2
LUMO energy (alpha / beta), eV: -4.0 / -3.4
Total energy, hartree: -4942.062702
Max |F|, eV/A: 2.529

Last column: Mulliken charge in e.
Cartesian coordinates (Å):
V 0.23331 -0.24023 -0.40833  0.7286
C -0.11441 1.48596 2.17667  -0.9545
C -0.50027 2.20591 0.87883  -0.6231
N -1.16685 1.21650 -0.01302  -0.2306
C -2.46055 0.66703 0.49204  -0.5008
C -2.57171 -0.85146 0.24620  -1.0230
N -1.23546 -1.52929 0.24829  -0.0683
C -0.82892 -2.11629 1.56118  -0.7306
C -0.60996 -0.97920 2.54584  -0.8109
N 0.19079 0.06299 1.86221  -0.2273
H -0.92084 1.52955 2.90756  0.3646
H 0.75186 1.97121 2.61882  0.4871
H 0.39711 2.54829 0.36190  0.3411
H -1.14405 3.06512 1.06788  0.4720
H -1.31951 1.65034 -0.92044  0.4552
H -3.28847 1.16829 -0.00546  0.5121
H -2.53652 0.89481 1.55216  0.3071
H -3.01467 -1.02926 -0.72941  0.4646
H -3.21784 -1.30543 0.99860  0.4879
H -1.25516 -2.27759 -0.44208  0.4160
H 0.09929 -2.66355 1.39464  0.3876
H -1.58123 -2.81832 1.92215  0.4497
H -0.11081 -1.34962 3.44040  0.4695
H -1.56449 -0.55607 2.85725  0.2854
H 1.17768 -0.11308 2.01014  0.6491
F 4.60000 -0.10383 -0.47109  -0.4179
Te 3.02457 0.16718 -1.46759  1.2548
F 0.96842 -1.51277 -1.62144  -0.5298
F 1.08344 1.07411 -1.85488  -0.5188
F 3.56731 1.26913 -2.96732  -0.4939
F 3.09726 1.82768 -0.62319  -0.3928
O 1.87123 -0.23144 0.15336  -0.5314
C 1.50539 -1.13577 -4.57222  -0.9972
As -0.04068 -0.06532 -4.24870  0.8662
C 0.38130 1.75388 -4.63450  -1.0591
C -1.24755 -0.61334 -5.63124  -1.1162
S -1.28785 -0.31397 -2.51252  -0.4428
H 1.65945 -1.07565 -5.64972  0.4875
H 1.30663 -2.15774 -4.26461  0.3055
H 2.37212 -0.73224 -4.06142  0.2174
H 0.44213 1.85226 -5.71761  0.4192
H 1.33253 2.00476 -4.17047  0.2947
H -0.41409 2.38228 -4.24489  0.3506
H -0.78861 -0.40700 -6.59776  0.4403
H -2.17920 -0.06103 -5.54133  0.3764
H -1.44164 -1.67899 -5.53637  0.3785

Atomic forces in eV per Å
1.553 -0.187 -1.987
-0.103 -0.200 -0.086
-0.034 -0.328 0.160
-0.379 0.600 0.124
0.240 -0.108 -0.035
0.245 0.094 0.084
-0.391 -0.329 0.385
-0.042 0.235 -0.123
0.013 0.148 -0.125
-0.283 -0.035 0.288
0.005 -0.009 0.035
0.024 0.002 0.035
-0.025 -0.003 -0.084
-0.021 0.035 0.033
-0.027 -0.006 0.004
-0.047 0.020 0.023
0.013 0.011 0.001
-0.013 -0.044 -0.016
-0.039 -0.011 0.006
-0.010 0.039 -0.042
0.021 -0.007 -0.033
-0.041 -0.022 0.003
-0.007 0.017 0.054
0.002 0.014 0.010
0.006 0.036 0.004
0.417 -0.158 0.081
0.742 0.333 -0.317
-0.532 -0.659 0.294
-0.364 -0.387 0.668
0.213 0.108 -0.335
-0.052 0.218 0.219
-0.388 0.474 0.690
0.066 -0.047 0.131
-0.624 -0.021 0.061
0.194 0.099 0.012
0.013 0.011 -0.200
-0.394 0.057 -0.034
0.045 -0.049 -0.004
0.045 -0.019 0.030
0.019 -0.033 -0.041
0.029 0.045 0.001
-0.019 0.057 0.006
-0.006 0.040 0.006
-0.027 -0.024 -0.026
-0.019 0.005 0.020
-0.020 -0.012 0.019